Molecular formula: C18H37NO2P2Pd
Method: DFT, ωB97M-V/def2-TZVPD

```
61
Properties=species:S:1:pos:R:3
Pd -0.593 -0.635 -0.971
P 2.083 -0.250 -1.267
P -1.721 0.228 1.003
N -0.604 0.800 -2.373
H 2.501 0.762 0.983
C 2.892 -1.909 -1.341
H 3.932 -1.821 -1.694
H 2.280 -2.491 -2.042
H 2.866 -2.415 -0.366
C 3.587 0.861 -0.858
H 4.484 0.499 -1.385
H 3.895 0.966 0.207
H 3.360 1.887 -1.195
C 2.149 0.195 -3.071
H 3.210 0.257 -3.363
H 1.615 1.161 -3.134
H 1.589 -0.595 -3.591
C -3.268 -0.751 1.084
H -4.059 -0.213 1.620
H -3.094 -1.734 1.537
H -3.627 -0.915 0.058
C -1.524 1.766 2.021
H -2.409 1.947 2.647
H -1.423 2.630 1.362
H -0.635 1.765 2.660
C -2.542 1.319 -0.338
H -3.318 1.870 0.171
H -2.951 0.673 -1.100
H -1.794 1.963 -0.777
C -1.133 0.710 -3.572
C -2.026 -0.513 -5.505
C -1.485 -0.532 -4.221
C -1.322 1.942 -4.297
C -1.871 1.934 -5.565
C -2.223 0.713 -6.167
H -2.295 -1.457 -5.994
H -1.318 -1.459 -3.669
H -1.020 2.844 -3.782
H -2.024 2.878 -6.086
H -2.651 0.707 -7.174
C 2.236 0.034 2.399
O 1.621 0.815 1.510
C 2.633 -1.323 2.060
H 3.000 -1.887 2.934
H 3.428 -1.329 1.290
H 1.755 -1.823 1.616
C 2.554 0.764 3.613
H 1.968 0.330 4.435
H 2.322 1.846 3.549
H 3.623 0.654 3.861
C -2.288 -0.705 4.050
C -0.882 -0.803 3.501
C -0.241 -2.085 3.949
O -0.782 -0.791 2.013
H -2.899 -1.553 3.708
H -2.793 0.243 3.829
H -2.217 -0.781 5.146
H -0.294 0.053 3.865
H -0.736 -2.938 3.475
H 0.823 -2.116 3.709
H -0.344 -2.193 5.033
```

The HOMO energy (spin up / spin down) is -6.19 / -7.66 eV. For the max |F|, the calculation gives 0.0739 Eh/bohr. The spin multiplicity is 5. The LUMO energy (spin up / spin down) is 0.5 / -0.7 eV. Its gap between HOMO and LUMO (spin up / spin down) is 6.69 / 6.97 eV. The value obtained for the energy is -1723.5998 a.u. The expectation value of S² is 6.07.

Molecular formula: C17H23N3O3
Method: DFT, ωB97M-V/def2-TZVPD

```
46
Properties=species:S:1:pos:R:3
C 4.899 1.394 3.801
C 4.778 -0.082 3.446
O 3.661 -0.331 2.596
C 2.462 -0.436 3.218
O 2.314 -0.354 4.416
N 1.460 -0.698 2.350
C 1.574 -0.641 0.912
C 0.814 0.573 0.373
N -0.574 0.505 0.795
C -1.402 1.546 0.216
C -1.561 1.448 -1.311
O -2.465 2.449 -1.751
C -1.991 0.085 -1.765
C -2.326 -1.003 -1.014
N -2.686 -2.042 -1.829
C -2.600 -1.641 -3.131
C -2.869 -2.325 -4.310
C -2.697 -1.642 -5.495
C -2.270 -0.311 -5.512
C -2.002 0.372 -4.348
C -2.165 -0.295 -3.134
C -0.647 0.516 2.247
C 0.090 -0.700 2.808
H 4.033 1.702 4.381
H 5.795 1.554 4.393
H 4.955 1.996 2.897
H 5.645 -0.422 2.875
H 4.673 -0.680 4.357
H 2.624 -0.591 0.633
H 1.127 -1.551 0.496
H 0.854 0.554 -0.716
H 1.301 1.499 0.731
H -1.022 2.556 0.452
H -2.399 1.456 0.660
H -0.621 1.718 -1.807
H -3.356 2.195 -1.486
H -2.311 -1.121 0.051
H -2.963 -2.957 -1.516
H -3.201 -3.353 -4.296
H -2.897 -2.143 -6.431
H -2.153 0.186 -6.464
H -1.684 1.403 -4.362
H -1.696 0.473 2.548
H -0.203 1.435 2.670
H 0.095 -0.680 3.899
H -0.393 -1.617 2.456
```

As for the SMILES: CCOC(=O)N1CCN(C[C@H](O)c2c[nH]c3ccccc23)CC1. The HOMO energy is -7.96 eV. For the max |F|, the calculation gives 0.0128 Eh/bohr. The LUMO energy is 0.7 eV. Its gap between HOMO and LUMO is 8.61 eV. The value obtained for the energy is -1051.6140 a.u.

Molecular formula: C6H12O
Method: DFT, ωB97M-V/def2-TZVPD

```
19
Properties=species:S:1:pos:R:3
C 1.519 -1.606 -1.680
C 0.396 -1.420 -0.659
C -0.007 0.052 -0.545
C -1.051 0.335 0.511
C -0.620 0.496 1.950
C -1.086 1.688 1.176
O -0.119 2.651 0.865
H 1.216 -1.240 -2.671
H 2.411 -1.044 -1.375
H 1.801 -2.661 -1.775
H 0.713 -1.790 0.327
H -0.475 -2.026 -0.949
H -0.366 0.402 -1.527
H 0.884 0.651 -0.313
H -2.018 -0.142 0.348
H 0.449 0.432 2.150
H -1.256 0.110 2.743
H -2.064 2.101 1.432
H -0.326 3.009 -0.009
```

As for the SMILES: CCC[C@H]1C[C@H]1O. The HOMO energy is -9.65 eV. For the max |F|, the calculation gives 0.0071 Eh/bohr. The LUMO energy is 1.0 eV. Its gap between HOMO and LUMO is 10.65 eV. The value obtained for the energy is -311.0163 a.u.

Molecular formula: C29H24FN2O8S2
Method: DFT, ωB97M-V/def2-TZVPD

```
66
Properties=species:S:1:pos:R:3
O -2.943 -1.645 -0.526
C -1.775 -1.548 -0.283
O -0.818 -2.488 -0.256
C -1.246 -3.862 -0.536
C 0.002 -4.650 -0.289
C 0.148 -5.424 0.867
C 1.341 -6.108 1.114
C 2.399 -6.024 0.205
C 2.252 -5.255 -0.955
C 1.058 -4.573 -1.200
N -1.124 -0.229 -0.021
N -0.015 -0.178 -0.816
C -0.392 0.679 -1.839
O -1.535 0.894 -2.240
O 0.738 1.205 -2.380
C 0.466 2.387 -3.181
C 1.706 2.553 -3.994
C 2.803 3.180 -3.401
C 4.024 3.208 -4.072
C 4.147 2.625 -5.337
C 3.055 1.957 -5.901
C 1.826 1.928 -5.239
C -0.775 0.170 1.279
F 0.173 1.150 1.350
S -0.119 -1.294 2.350
O -1.183 -2.251 2.560
O 1.160 -1.672 1.795
C 0.168 -0.488 3.933
C -0.802 -0.611 4.923
C -0.607 0.019 6.154
C 0.550 0.767 6.388
C 1.524 0.866 5.390
C 1.343 0.230 4.157
S -2.358 0.899 1.906
O -3.401 -0.085 1.835
O -1.986 1.534 3.154
C -2.750 2.247 0.781
C -2.336 3.543 1.110
C -2.548 4.583 0.203
C -3.171 4.325 -1.024
C -3.569 3.027 -1.350
C -3.404 1.998 -0.423
H -1.561 -3.899 -1.588
H -2.071 -4.114 0.141
H -0.698 -5.480 1.557
H 1.430 -6.707 2.020
H 3.323 -6.568 0.390
H 3.067 -5.179 -1.676
H 0.925 -3.980 -2.109
H -0.437 2.225 -3.783
H 0.320 3.234 -2.492
H 2.671 3.615 -2.408
H 4.876 3.677 -3.587
H 5.102 2.658 -5.860
H 3.161 1.439 -6.853
H 0.952 1.416 -5.651
H -1.709 -1.179 4.719
H -1.384 -0.060 6.914
H 0.677 1.297 7.335
H 2.426 1.455 5.557
H 2.085 0.315 3.365
H -1.847 3.718 2.065
H -2.216 5.593 0.459
H -3.342 5.136 -1.734
H -4.012 2.805 -2.324
H -3.763 0.994 -0.646
```

As for the SMILES: O=C(OCc1ccccc1)N(/N=C(\[O-])OCc1ccccc1)C(F)(S(=O)(=O)c1ccccc1)S(=O)(=O)c1ccccc1. The HOMO energy is -4.33 eV. The total charge is -1. For the max |F|, the calculation gives 0.0828 Eh/bohr. The LUMO energy is 2.7 eV. Its gap between HOMO and LUMO is 7.08 eV. The value obtained for the energy is -2727.1309 a.u.

Molecular formula: C4H13NS
Method: DFT, ωB97M-V/def2-TZVPD

```
19
Properties=species:S:1:pos:R:3
C 2.720 0.165 0.108
S 2.024 -0.981 1.279
C 2.028 -2.493 0.320
H 2.446 1.186 0.368
H 2.277 -0.059 -0.865
H 3.809 0.109 0.045
H 1.391 -3.208 0.821
H 1.714 -2.182 -0.670
H 3.052 -2.879 0.291
C -2.675 1.983 -0.222
C -2.078 0.661 -0.701
N -1.291 -0.083 0.319
H -3.650 1.911 0.256
H -1.966 2.379 0.514
H -2.692 2.728 -1.015
H -2.778 -0.003 -1.198
H -1.328 0.944 -1.448
H -1.921 -0.760 0.741
H -1.080 0.582 1.057
```

The HOMO energy (spin up / spin down) is -13.42 / -12.97 eV. The total charge is +1. For the max |F|, the calculation gives 0.0293 Eh/bohr. The spin multiplicity is 2. The LUMO energy (spin up / spin down) is -3.0 / -8.0 eV. Its gap between HOMO and LUMO (spin up / spin down) is 10.47 / 4.95 eV. The value obtained for the energy is -612.8140 a.u. The expectation value of S² is 0.75.

Please write out number 4 again, unchanged.
Molecular formula: C29H24FN2O8S2
Method: DFT, ωB97M-V/def2-TZVPD

```
66
Properties=species:S:1:pos:R:3
O -2.943 -1.645 -0.526
C -1.775 -1.548 -0.283
O -0.818 -2.488 -0.256
C -1.246 -3.862 -0.536
C 0.002 -4.650 -0.289
C 0.148 -5.424 0.867
C 1.341 -6.108 1.114
C 2.399 -6.024 0.205
C 2.252 -5.255 -0.955
C 1.058 -4.573 -1.200
N -1.124 -0.229 -0.021
N -0.015 -0.178 -0.816
C -0.392 0.679 -1.839
O -1.535 0.894 -2.240
O 0.738 1.205 -2.380
C 0.466 2.387 -3.181
C 1.706 2.553 -3.994
C 2.803 3.180 -3.401
C 4.024 3.208 -4.072
C 4.147 2.625 -5.337
C 3.055 1.957 -5.901
C 1.826 1.928 -5.239
C -0.775 0.170 1.279
F 0.173 1.150 1.350
S -0.119 -1.294 2.350
O -1.183 -2.251 2.560
O 1.160 -1.672 1.795
C 0.168 -0.488 3.933
C -0.802 -0.611 4.923
C -0.607 0.019 6.154
C 0.550 0.767 6.388
C 1.524 0.866 5.390
C 1.343 0.230 4.157
S -2.358 0.899 1.906
O -3.401 -0.085 1.835
O -1.986 1.534 3.154
C -2.750 2.247 0.781
C -2.336 3.543 1.110
C -2.548 4.583 0.203
C -3.171 4.325 -1.024
C -3.569 3.027 -1.350
C -3.404 1.998 -0.423
H -1.561 -3.899 -1.588
H -2.071 -4.114 0.141
H -0.698 -5.480 1.557
H 1.430 -6.707 2.020
H 3.323 -6.568 0.390
H 3.067 -5.179 -1.676
H 0.925 -3.980 -2.109
H -0.437 2.225 -3.783
H 0.320 3.234 -2.492
H 2.671 3.615 -2.408
H 4.876 3.677 -3.587
H 5.102 2.658 -5.860
H 3.161 1.439 -6.853
H 0.952 1.416 -5.651
H -1.709 -1.179 4.719
H -1.384 -0.060 6.914
H 0.677 1.297 7.335
H 2.426 1.455 5.557
H 2.085 0.315 3.365
H -1.847 3.718 2.065
H -2.216 5.593 0.459
H -3.342 5.136 -1.734
H -4.012 2.805 -2.324
H -3.763 0.994 -0.646
```

As for the SMILES: O=C(OCc1ccccc1)N(/N=C(\[O-])OCc1ccccc1)C(F)(S(=O)(=O)c1ccccc1)S(=O)(=O)c1ccccc1. The HOMO energy is -4.33 eV. The total charge is -1. For the max |F|, the calculation gives 0.0828 Eh/bohr. The LUMO energy is 2.7 eV. Its gap between HOMO and LUMO is 7.08 eV. The value obtained for the energy is -2727.1309 a.u.

Which value of energy does entry 1 give? -1723.5998 a.u.

Which of these has the highest max |F|? C29H24FN2O8S2